# 1
Here is a cluster of 6 separate species, H14NO5 in total at a distorted geometry from the OMol25 dataset. Energies are from the ωB97M-V functional and the def2-TZVPD basis.

Computed properties:
Total charge: +1
Gap between HOMO and LUMO, eV: 12.4
HOMO level, eV: -14.97
LUMO level, eV: -2.610
Energy, Eh: -439.156549
Energy relative to the best compared isomer or geometry (same formula, charge and spin), kcal/mol: 8.4
Maximum force, eV/Å: 1.1

Each line ends with the natural charge from an NBO analysis.
Cartesian coordinates (Å):
N: 0.292 -0.730 -0.545  -0.912
H: 0.245 -0.215 -1.429  0.455
H: 1.086 -1.384 -0.486  0.459
H: -0.538 -1.329 -0.459  0.453
H: 0.350 -0.075 0.246  0.465
H: -0.857 4.468 1.933  0.489
H: 0.179 4.735 0.839  0.495
O: -0.278 4.025 1.298  -0.969
H: -0.166 1.338 -3.320  0.496
H: -1.009 2.106 -2.199  0.503
O: -0.340 1.447 -2.381  -0.983
H: 2.394 -3.542 0.377  0.500
H: 2.397 -3.327 -1.108  0.490
O: 2.121 -2.897 -0.285  -0.966
H: -0.277 0.837 2.347  0.481
H: -0.287 2.149 1.572  0.520
O: -0.359 1.184 1.450  -0.990
H: -1.963 -2.297 1.060  0.484
H: -1.702 -3.682 0.486  0.498
O: -1.289 -2.814 0.604  -0.966


# 2
Here is a cluster of 6 separate species, H14NO5 in total at a distorted geometry from the OMol25 dataset. Energies are from the ωB97M-V functional and the def2-TZVPD basis.

Computed properties:
Total charge: +1
Gap between HOMO and LUMO, eV: 11.8
HOMO level, eV: -14.58
LUMO level, eV: -2.790
Energy, Eh: -439.129806
Energy relative to the best compared isomer or geometry (same formula, charge and spin), kcal/mol: 25.2
Maximum force, eV/Å: 2.6

Each line ends with the natural charge from an NBO analysis.
Cartesian coordinates (Å):
N: -0.477 -0.503 0.695  -0.925
H: -0.553 -1.520 0.649  0.434
H: -1.331 -0.191 0.213  0.462
H: -0.603 -0.132 1.712  0.456
H: 0.377 -0.106 0.283  0.463
H: 3.793 2.241 -2.161  0.486
H: 4.081 0.795 -2.576  0.494
O: 3.389 1.369 -2.233  -0.969
H: -0.784 -3.953 -1.861  0.500
H: -1.349 -4.401 -0.359  0.496
O: -1.223 -3.761 -1.040  -0.995
H: -2.320 1.279 -1.537  0.495
H: -2.500 2.226 -0.263  0.498
O: -2.399 1.346 -0.596  -0.979
H: 1.680 2.252 0.012  0.483
H: 1.754 1.339 -1.126  0.510
O: 1.167 1.542 -0.378  -0.984
H: -0.140 -0.172 3.563  0.496
H: -1.546 0.427 3.822  0.520
O: -1.015 -0.078 3.183  -0.943


# 3
Here is a structure of composition H14Na3O8 at a distorted geometry from the OMol25 dataset. Energies are from the ωB97M-V functional and the def2-TZVPD basis.

Computed properties:
Total charge: +1
Gap between HOMO and LUMO, eV: 9.3
HOMO level, eV: -13.73
LUMO level, eV: -4.384
Energy, Eh: -1096.214751
Energy relative to the best compared isomer or geometry (same formula, charge and spin), kcal/mol: 0.0
Maximum force, eV/Å: 17.0

Each line ends with the natural charge from an NBO analysis.
Cartesian coordinates (Å):
Na: -10.671 21.971 7.955  0.966
Na: -10.409 20.973 4.309  0.942
Na: -10.506 19.327 6.059  0.949
O: -10.211 20.433 7.407  -1.125
H: -9.961 19.973 8.232  0.521
O: -11.767 20.624 5.608  -1.014
H: -11.253 20.824 6.414  0.489
O: -12.616 20.610 3.928  -0.975
H: -12.805 21.549 3.942  0.427
H: -12.153 20.447 4.749  0.410
O: -11.158 22.546 5.437  -1.003
H: -11.352 21.637 5.668  0.403
H: -11.936 22.846 4.968  0.451
O: -9.522 21.054 5.740  -1.099
H: -9.761 20.878 6.650  0.416
H: -8.570 20.954 5.718  0.492
O: -13.113 19.233 6.362  -0.951
H: -12.567 19.996 6.171  0.379
H: -13.102 18.721 5.553  0.460
O: -13.680 21.800 6.028  -0.857
H: -13.564 22.404 5.294  0.431
H: -12.895 21.254 6.015  0.371
O: -12.209 21.091 7.848  -0.940
H: -11.439 20.529 7.941  0.425
H: -12.538 20.904 6.969  0.431


# 4
Here is a structure of composition H14Na5O15S2 at a distorted geometry from the OMol25 dataset. Energies are from the ωB97M-V functional and the def2-TZVPD basis.

Computed properties:
Total charge: +1
Gap between HOMO and LUMO, eV: 1.6
HOMO level, eV: -7.24
LUMO level, eV: -5.657
Energy, Eh: -2744.353909
Energy relative to the best compared isomer or geometry (same formula, charge and spin), kcal/mol: 316.8
Maximum force, eV/Å: 4.2

Each line ends with the natural charge from an NBO analysis.
Cartesian coordinates (Å):
Na: -4.040 -2.014 3.414  0.998
Na: -0.168 5.836 -3.989  0.780
Na: 4.064 3.337 0.186  0.913
Na: 0.691 2.684 4.823  0.916
Na: -2.987 4.214 0.602  0.820
S: 0.282 0.147 -0.677  2.595
O: 0.285 1.526 -1.204  -1.173
O: -0.990 -0.264 -0.129  -1.132
O: 0.683 -0.841 -1.705  -1.100
O: 1.244 0.082 0.408  -1.164
S: -4.600 3.950 5.621  2.605
O: -5.209 4.946 4.756  -0.983
O: -3.941 2.982 4.741  -1.111
O: -3.627 4.489 6.523  -1.007
O: -5.630 3.351 6.376  -0.958
O: 4.614 -3.769 -3.628  -0.937
H: 5.166 -3.200 -4.166  0.462
H: 3.873 -3.217 -3.378  0.474
O: -0.035 -5.431 -1.627  -0.946
H: 0.098 -4.528 -1.915  0.480
H: 0.335 -5.458 -0.745  0.466
O: 1.146 -3.881 2.933  -0.930
H: 1.155 -2.969 2.643  0.477
H: 0.505 -3.900 3.644  0.452
O: 4.074 1.901 -4.105  -0.947
H: 3.302 1.489 -3.716  0.487
H: 3.719 2.534 -4.728  0.460
O: 4.179 0.058 4.955  -0.948
H: 3.752 -0.254 4.157  0.473
H: 5.106 0.118 4.724  0.476
O: -5.298 -1.441 -2.000  -0.941
H: -5.326 -0.790 -2.702  0.467
H: -4.466 -1.279 -1.556  0.474
O: -0.544 -0.296 -6.517  -0.938
H: -1.097 0.474 -6.381  0.455
H: -0.313 -0.584 -5.634  0.482


# 5
Here is a cluster of 7 separate species, H14O6S2 in total at a distorted geometry from the OMol25 dataset. Energies are from the ωB97M-V functional and the def2-TZVPD basis.

Computed properties:
SMILES: SS.O.O.O.O.O.O
Gap between HOMO and LUMO, eV: 8.6
HOMO level, eV: -8.54
LUMO level, eV: 0.088
Energy, Eh: -1256.164799
Energy relative to the best compared isomer or geometry (same formula, charge and spin), kcal/mol: 37.8
Maximum force, eV/Å: 2.0

Each line ends with the natural charge from an NBO analysis.
Cartesian coordinates (Å):
S: -3.896 0.385 -1.034  -0.132
S: -4.342 -0.967 0.418  -0.145
H: -2.565 0.088 -1.143  0.142
H: -3.482 -1.960 0.109  0.136
O: -0.045 2.143 -0.102  -0.988
H: 0.403 2.997 -0.047  0.469
H: 0.293 1.557 0.591  0.491
O: -2.780 1.554 3.024  -0.998
H: -2.231 1.936 3.708  0.491
H: -3.666 1.894 2.749  0.506
O: 1.297 -1.121 -1.232  -0.951
H: 1.927 -0.393 -1.124  0.496
H: 0.492 -0.751 -0.852  0.476
O: 3.195 0.238 -2.770  -0.969
H: 2.319 0.329 -3.140  0.489
H: 3.801 0.934 -3.012  0.484
O: 2.541 -3.392 -0.476  -0.967
H: 3.400 -3.166 -0.835  0.459
H: 2.071 -2.530 -0.506  0.483
O: 0.586 0.372 1.875  -0.974
H: 0.947 -0.426 1.474  0.493
H: -0.264 0.278 2.325  0.508


# 6
Here is a cluster of 7 separate species, H14O7 in total from the OMol25 dataset. Energies are from the ωB97M-V functional and the def2-TZVPD basis.

Computed properties:
SMILES: O.O.O.O.O.O.O
Gap between HOMO and LUMO, eV: 11.6
HOMO level, eV: -11.42
LUMO level, eV: 0.220
Energy, Eh: -535.043839
Energy relative to the best compared isomer or geometry (same formula, charge and spin), kcal/mol: 50.2
Maximum force, eV/Å: 0.4

Each line ends with the natural charge from an NBO analysis.
Cartesian coordinates (Å):
O: 4.131 3.211 -2.288  -0.936
H: 3.275 2.785 -2.305  0.470
H: 4.759 2.491 -2.347  0.466
O: 3.692 -0.811 -3.256  -0.937
H: 2.954 -0.982 -2.671  0.472
H: 4.451 -0.756 -2.675  0.466
O: -5.107 -0.876 -0.916  -0.937
H: -4.664 -1.331 -0.200  0.471
H: -5.207 0.023 -0.603  0.466
O: -1.081 1.980 -2.093  -0.944
H: -1.307 2.050 -3.021  0.473
H: -1.593 2.668 -1.668  0.472
O: 0.526 -0.925 0.283  -0.947
H: -0.194 -1.553 0.235  0.470
H: 0.275 -0.225 -0.320  0.477
O: 1.061 1.040 4.768  -0.935
H: 0.924 0.245 4.252  0.469
H: 1.803 0.832 5.336  0.466
O: -3.149 -3.105 2.926  -0.939
H: -2.934 -4.038 2.943  0.469
H: -2.614 -2.722 3.621  0.470